{
  "formula": "C3H5N3O",
  "method": "ωB97M-V/def2-TZVPD",
  "symbols": ["O", "N", "N", "N", "C", "C", "C", "H", "H", "H", "H", "H"],
  "coordinates": [[1.28, 1.69, 1.24], [-0.89, -0.72, 0.42], [0.56, 0.73, -0.94], [-0.22, -2.00, -1.38], [-0.16, 0.03, -0.26], [-0.87, -1.92, -0.29], [0.36, 1.84, 0.23], [-0.63, 1.88, 0.72], [-0.30, -2.91, -1.82], [0.47, 2.68, -0.43], [2.15, 1.66, 0.82], [-1.46, -2.69, 0.18]],
  "lowdin_charge": [0.00, 0.12, 0.20, 0.08, -0.37, -0.30, -0.24, 0.14, 0.05, 0.12, 0.11, 0.11],
  "e_homo_ev": -9.3,
  "e_lumo_ev": 0.9,
  "multiplicity": 1,
  "total_charge": 0
}

{
  "formula": "C3H5N3O",
  "method": "ωB97M-V/def2-TZVPD",
  "symbols": ["O", "N", "N", "N", "C", "C", "C", "H", "H", "H", "H", "H"],
  "coordinates": [[-0.99, 1.66, -0.07], [0.82, -1.15, -0.18], [-0.31, 0.56, -0.26], [-1.56, -1.37, 0.19], [1.12, 0.92, 0.03], [-0.47, -0.79, -0.13], [1.66, -0.17, 0.14], [1.10, -2.07, -0.10], [-1.10, 1.89, 0.86], [-2.54, -0.87, 0.44], [2.76, -0.35, 0.67], [1.21, 2.07, 0.25]],
  "lowdin_charge": [0.01, 0.10, -0.13, 0.08, -0.05, -0.50, -0.21, 0.13, 0.12, 0.11, 0.19, 0.17],
  "smiles": "[H]/N=c1/[nH]ccn1O",
  "e_homo_ev": -8.0,
  "e_lumo_ev": 0.7,
  "multiplicity": 1,
  "total_charge": 0
}

{
  "formula": "C3H5N3O",
  "method": "ωB97M-V/def2-TZVPD",
  "symbols": ["O", "N", "N", "N", "C", "C", "C", "H", "H", "H", "H", "H"],
  "coordinates": [[-2.53, 0.78, -0.36], [2.41, -0.08, 0.34], [0.84, 0.51, 0.40], [2.97, 0.71, -0.33], [-0.69, -1.38, 0.11], [-0.33, 0.07, 0.23], [-1.41, 1.08, -0.03], [0.06, -2.01, 0.58], [-0.80, -1.66, -0.94], [-1.09, 2.13, 0.07], [-1.65, -1.57, 0.60], [2.20, 1.42, -0.67]],
  "lowdin_charge": [0.08, -0.02, 0.07, 0.01, -0.03, -0.35, -0.21, 0.08, 0.09, 0.12, 0.08, 0.10],
  "smiles": "[H]/N=N\\N=C(/C)C=O",
  "e_homo_ev": -9.5,
  "e_lumo_ev": -0.4,
  "multiplicity": 1,
  "total_charge": 0
}

{
  "formula": "C3H5N3O",
  "method": "ωB97M-V/def2-TZVPD",
  "symbols": ["O", "N", "N", "N", "C", "C", "C", "H", "H", "H", "H", "H"],
  "coordinates": [[-1.89, -0.04, -1.00], [1.20, 0.12, 0.14], [-0.43, -1.62, 0.32], [-2.10, -0.11, 1.29], [2.04, 0.64, -0.91], [0.54, -0.92, 0.17], [-1.55, -0.38, 0.09], [1.46, 0.79, -1.83], [2.46, 1.58, -0.57], [-1.62, -0.39, 2.13], [-2.98, 0.37, 1.30], [2.87, -0.04, -1.13]],
  "lowdin_charge": [0.12, 0.03, 0.15, 0.18, -0.12, -0.31, -0.50, 0.08, 0.07, 0.11, 0.12, 0.08],
  "smiles": "CN=C=NC(N)=O",
  "e_homo_ev": -9.4,
  "e_lumo_ev": 0.6,
  "multiplicity": 1,
  "total_charge": 0
}

{
  "formula": "C3H5N3O",
  "method": "ωB97M-V/def2-TZVPD",
  "symbols": ["O", "N", "N", "N", "C", "C", "C", "H", "H", "H", "H", "H"],
  "coordinates": [[-2.50, -1.38, 0.17], [2.03, -0.02, 0.20], [-1.44, 0.70, 0.03], [-0.17, -1.07, 0.13], [-1.52, -0.66, 0.10], [-0.10, 1.16, 0.00], [0.65, 0.02, 0.11], [-2.25, 1.28, 0.20], [0.26, 1.61, -0.91], [2.54, -0.49, -0.54], [2.39, 0.90, 0.41], [0.10, -2.04, 0.10]],
  "lowdin_charge": [0.04, 0.12, 0.08, 0.18, -0.53, -0.11, -0.40, 0.15, 0.11, 0.09, 0.09, 0.16],
  "smiles": "Nc1c[nH]c(=O)[nH]1",
  "e_homo_ev": -7.9,
  "e_lumo_ev": 0.7,
  "multiplicity": 1,
  "total_charge": 0
}

{
  "formula": "C3H5N3O",
  "method": "ωB97M-V/def2-TZVPD",
  "symbols": ["O", "N", "N", "N", "C", "C", "C", "H", "H", "H", "H", "H"],
  "coordinates": [[0.34, -1.33, 1.74], [-0.43, -0.11, -0.26], [1.45, 0.42, 0.73], [-1.86, -0.48, -1.46], [0.05, 0.94, -0.92], [0.41, -0.43, 0.74], [1.22, 1.31, -0.34], [-2.61, -1.21, -1.44], [2.26, 0.38, 1.34], [1.93, 2.07, -0.62], [-2.33, 0.35, -1.09], [-0.43, -1.90, 1.60]],
  "lowdin_charge": [0.11, 0.00, 0.11, 0.10, -0.14, -0.40, -0.16, 0.02, 0.16, 0.08, 0.01, 0.12],
  "e_homo_ev": [-7.8, -7.8],
  "e_lumo_ev": [-0.5, -0.5],
  "multiplicity": 1,
  "total_charge": 0
}

{
  "formula": "C3H5N3O",
  "method": "ωB97M-V/def2-TZVPD",
  "symbols": ["O", "N", "N", "N", "C", "C", "C", "H", "H", "H", "H", "H"],
  "coordinates": [[-1.47, 0.31, -2.21], [0.92, 0.07, -0.72], [-0.24, -0.23, -0.25], [-1.31, -0.55, -1.35], [0.85, 0.62, 1.47], [-0.38, 0.10, 1.05], [1.65, 0.53, 0.29], [-0.66, -1.33, -1.70], [2.72, 0.66, 0.29], [1.38, 0.72, 2.45], [-2.17, -1.00, -0.95], [-1.30, 0.08, 1.63]],
  "lowdin_charge": [-0.11, 0.05, -0.14, -0.17, -0.08, -0.09, -0.14, 0.18, 0.10, 0.11, 0.19, 0.10],
  "smiles": "[O-][NH2+]n1cccn1",
  "e_homo_ev": -9.5,
  "e_lumo_ev": 0.5,
  "multiplicity": 1,
  "total_charge": 0
}

{
  "formula": "C3H5N3O",
  "method": "ωB97M-V/def2-TZVPD",
  "symbols": ["O", "N", "N", "N", "C", "C", "C", "H", "H", "H", "H", "H"],
  "coordinates": [[0.80, 0.31, 3.00], [-0.49, -0.47, 1.45], [0.65, -0.01, 1.70], [0.31, -1.52, -0.71], [0.26, 0.81, -1.86], [-0.75, -0.90, 0.17], [0.05, -0.34, -1.00], [-0.41, 1.62, -1.61], [-0.03, 0.10, 3.49], [1.29, 1.14, -1.76], [0.10, 0.51, -2.90], [-1.77, -1.25, 0.03]],
  "lowdin_charge": [-0.04, 0.02, -0.05, 0.20, -0.02, -0.30, -0.29, 0.09, 0.10, 0.09, 0.09, 0.11],
  "smiles": "CC1=N[C@H]1/N=N/O",
  "e_homo_ev": -9.2,
  "e_lumo_ev": 0.7,
  "multiplicity": 1,
  "total_charge": 0
}

{
  "formula": "C3H5N3O",
  "method": "ωB97M-V/def2-TZVPD",
  "symbols": ["O", "N", "N", "N", "C", "C", "C", "H", "H", "H", "H", "H"],
  "coordinates": [[-2.39, -0.52, -1.30], [0.10, -1.21, 0.85], [-1.67, 0.89, 0.54], [1.88, -0.02, -0.18], [-0.42, 0.80, -0.27], [0.57, -0.24, 0.18], [-1.73, 0.19, -0.62], [0.80, -1.92, 1.07], [-0.06, 1.74, -0.66], [-1.67, 0.38, 1.43], [2.09, 0.70, -0.86], [2.51, -0.80, -0.17]],
  "lowdin_charge": [0.13, 0.13, 0.16, 0.13, -0.13, -0.47, -0.45, 0.05, 0.13, 0.13, 0.09, 0.10],
  "smiles": "[H]/N=C(\\N)[C@@H]1NC1=O",
  "e_homo_ev": -9.5,
  "e_lumo_ev": 0.7,
  "multiplicity": 1,
  "total_charge": 0
}

{
  "formula": "C3H5N3O",
  "method": "ωB97M-V/def2-TZVPD",
  "symbols": ["O", "N", "N", "N", "C", "C", "C", "H", "H", "H", "H", "H"],
  "coordinates": [[-2.40, -1.20, 0.19], [-0.11, -1.13, -0.27], [2.17, -0.21, -0.15], [-1.13, 0.73, 0.42], [-1.36, -0.59, 0.12], [0.90, -0.19, -0.16], [0.21, 1.13, 0.03], [0.00, -2.13, -0.26], [-1.92, 1.35, 0.49], [0.22, 1.72, -0.90], [0.81, 1.65, 0.78], [2.61, -1.12, -0.28]],
  "lowdin_charge": [0.07, 0.17, 0.14, 0.08, -0.53, -0.42, -0.11, 0.16, 0.15, 0.13, 0.12, 0.05],
  "smiles": "[H]/N=C1/CNC(=O)N1",
  "e_homo_ev": -9.9,
  "e_lumo_ev": 0.8,
  "multiplicity": 1,
  "total_charge": 0
}

{
  "formula": "C3H5N3O",
  "method": "ωB97M-V/def2-TZVPD",
  "symbols": ["O", "N", "N", "N", "C", "C", "C", "H", "H", "H", "H", "H"],
  "coordinates": [[-1.15, -1.29, 1.65], [-0.26, -1.02, -0.43], [1.27, -1.21, -2.06], [0.23, -0.67, -1.69], [0.26, 1.79, 0.35], [-0.52, -0.52, 0.71], [-0.34, 0.87, 1.10], [0.69, 1.55, -0.61], [-1.18, -2.21, 1.34], [-0.76, 1.12, 2.07], [1.40, -1.22, -3.07], [0.34, 2.81, 0.66]],
  "lowdin_charge": [0.06, 0.08, 0.03, -0.11, 0.06, -0.41, -0.09, 0.05, 0.11, 0.11, 0.05, 0.06],
  "smiles": "[H]/N=N/N=C(/O)C=C",
  "e_homo_ev": -8.9,
  "e_lumo_ev": 0.4,
  "multiplicity": 1,
  "total_charge": 0
}

{
  "formula": "C3H5N3O",
  "method": "ωB97M-V/def2-TZVPD",
  "symbols": ["O", "N", "N", "N", "C", "C", "C", "H", "H", "H", "H", "H"],
  "coordinates": [[-2.42, -1.33, 0.45], [2.01, -0.17, 0.08], [-1.45, 0.72, -0.07], [-0.20, -1.07, -0.18], [0.65, 0.02, -0.14], [-0.11, 1.13, -0.11], [-1.49, -0.64, 0.08], [-2.24, 1.31, 0.13], [2.45, -0.83, -0.55], [0.08, -2.01, 0.06], [0.17, 2.12, 0.19], [2.51, 0.71, 0.06]],
  "lowdin_charge": [0.04, 0.10, 0.10, 0.16, -0.39, -0.07, -0.55, 0.15, 0.09, 0.16, 0.11, 0.09],
  "smiles": "Nc1c[nH]c(=O)[nH]1",
  "e_homo_ev": -7.6,
  "e_lumo_ev": 0.8,
  "multiplicity": 1,
  "total_charge": 0
}

Relative energy (zero: lowest compared OMol25 entry of this formula, charge and spin) in eV, matching the order above: 3.777, 5.876, 4.495, 2.157, 1.021, 6.655, 5.818, 4.828, 2.098, 0.000, 4.067, 0.404
DFT total energy in Eh, matching the order above: -356.718591, -356.641434, -356.692173, -356.778090, -356.819861, -356.612807, -356.643575, -356.679957, -356.780273, -356.857376, -356.707921, -356.842521